A single C4H3I molecule at a distorted geometry. Source: the OMol25 dataset; level of theory: ωB97M-V/def2-TZVPD.

```
8
Properties=species:S:1:pos:R:3:forces:R:3
C 0.1557 0.3083 -1.4959 -0.04 1.32 -0.11
C -0.5693 0.3581 -0.3771 2.38 -1.78 0.39
C -0.1859 -0.3004 0.8185 1.16 -0.26 0.98
C 0.3543 -0.7606 1.8011 -0.95 0.20 -0.59
I 0.7882 -1.5849 3.5398 0.23 -0.16 0.29
H -0.3225 0.9292 -2.1912 -0.39 0.72 -1.58
H 1.1864 0.0881 -1.8139 -0.70 -0.87 1.00
H -1.4069 0.9622 -0.2812 -1.70 0.82 -0.37
```
Forces are in eV/Å.

Computed properties:
ΔE to the lowest compared entry with this formula, charge and spin	13.6	kcal per mole
LUMO level	0.47	eV
highest occupied orbital energy	-8.83	eV
SMILES string	C=CC#CI
E_tot	-451.79284	Ha
frontier orbital gap	9.296	eV